--- a ---
Density functional theory data (wB97M-V/def2-TZVPD) for one molecule with the formula C6H8O2.

Calculated values
SMILES: O=CO[C@@H]1C[C@@H]2C[C@@H]21
Orbital gap (eV): 10.222
E_HOMO (eV): -9.33

CARTESIAN COORDINATES (ANGSTROEM)
O  -1.9181  0.5601  -1.0275
C  -2.2718  0.0070  0.0252
O  -1.6155  -0.0890  1.1959
C  -0.0485  0.1403  0.9892
C  0.5142  1.1838  0.0764
C  1.3426  0.1888  -0.5399
C  0.6563  -0.9430  -0.9228
C  0.8277  -0.9435  0.4830
H  -3.3231  -0.0007  0.0360
H  0.2051  0.7887  1.9187
H  1.2943  1.9131  0.6320
H  -0.1418  1.4333  -0.7065
H  2.3234  0.3882  -0.8998
H  1.3925  -1.8942  -1.1235
H  -0.4760  -0.9808  -1.2177
H  1.2387  -1.7521  1.0814


--- b ---
Density functional theory data (wB97M-V/def2-TZVPD) for one molecule with the formula C6H8O2.

Calculated values
SMILES: C#COC/C(O)=C/C
Orbital gap (eV): 8.892
E_HOMO (eV): -8.21

CARTESIAN COORDINATES (ANGSTROEM)
C  -2.6084  0.9220  -0.4487
C  -1.4199  0.9614  -0.6756
O  -0.2573  1.2814  -1.4022
C  0.4904  0.0881  -1.6883
C  0.9773  -0.3788  -0.3403
O  2.2462  -0.0633  0.0559
C  0.0133  -0.6780  0.5856
C  0.2437  -0.4390  2.0444
H  -3.6672  0.7768  -0.4232
H  1.3294  0.3649  -2.3353
H  -0.1389  -0.6532  -2.1950
H  2.7838  0.1590  -0.7233
H  -0.8435  -1.2853  0.3030
H  -0.6661  -0.6745  2.6019
H  0.4443  0.6308  2.1813
H  1.0728  -1.0121  2.4598


--- c ---
Density functional theory data (wB97M-V/def2-TZVPD) for one molecule with the formula C6H8O2.

Calculated values
SMILES: C1=COC2(CCC2)O1
Orbital gap (eV): 9.211
E_HOMO (eV): -8.14

CARTESIAN COORDINATES (ANGSTROEM)
C  1.9766  0.6511  0.2039
C  1.9292  -0.6835  -0.0183
O  0.6855  -1.1731  -0.4389
C  -0.1173  -0.0432  -0.0492
C  -1.3056  0.4935  -0.8522
C  -2.3378  -0.1331  0.0645
C  -1.1534  -0.3204  1.0709
O  0.6805  1.1624  0.1145
H  2.8529  1.1605  0.1138
H  2.8756  -1.3437  -0.0898
H  -1.2900  -0.0187  -1.8053
H  -1.1459  1.5667  -0.8849
H  -3.0555  -1.0527  -0.3448
H  -3.1651  0.4531  0.1212
H  -1.0452  -1.1733  1.5152
H  -0.9051  0.7061  1.4517


The structure with the greatest stability is b.


--- a ---
Density functional theory data (wB97M-V/def2-TZVPD) for C6H8O2 as an isolated structure.

Calculated values
Orbital gap (eV): 8.301
E_HOMO (eV): -7.84

CARTESIAN COORDINATES (ANGSTROEM)
C  0.6164  -0.6055  0.0250
C  -0.8622  -0.4783  -0.0869
C  1.2020  0.5804  0.0052
C  -1.2300  0.7700  -0.0474
C  -1.8332  -1.5696  -0.2219
C  2.7061  0.8249  0.2137
O  0.4025  1.6397  -0.0367
O  -2.1533  1.5809  -0.3650
H  1.1694  -1.5020  0.1733
H  -1.5415  -2.2398  -1.0869
H  -1.8134  -2.2469  0.6362
H  -2.9048  -1.2066  -0.3707
H  3.0624  1.7240  -0.2203
H  2.7707  0.9357  1.3128
H  3.2856  -0.1049  -0.1245
H  -2.8766  1.8980  0.1942


--- b ---
Density functional theory data (wB97M-V/def2-TZVPD) for C6H8O2 as an isolated structure.

Calculated values
Orbital gap (eV): 7.599
E_HOMO (eV): -8.36

CARTESIAN COORDINATES (ANGSTROEM)
C  0.9979  1.3406  -0.7812
C  -1.2694  0.2164  1.1935
C  0.7099  0.2111  0.1812
C  0.0447  0.4271  1.4669
C  -0.9767  -0.3783  -0.5192
C  -0.9849  -1.7031  -0.7455
O  1.7476  -0.6719  0.1547
O  -2.4059  0.2810  1.5706
H  1.7864  -1.1203  1.0128
H  0.5137  0.7814  2.3760
H  -1.4845  0.2734  -1.2268
H  0.1523  2.0195  -0.8628
H  1.8508  1.8975  -0.3783
H  1.2682  0.9647  -1.7691
H  -0.4476  -2.3813  -0.0884
H  -1.5023  -2.1577  -1.5845


--- c ---
Density functional theory data (wB97M-V/def2-TZVPD) for one molecule with the formula C6H8O2.

Calculated values
SMILES: CC1=C[C@@H](C)C(=O)O1
Orbital gap (eV): 10.100
E_HOMO (eV): -9.24

CARTESIAN COORDINATES (ANGSTROEM)
C  -2.5853  -0.2697  -0.4525
C  -1.1059  -0.1836  -0.3774
C  -0.3003  0.8053  0.0212
C  1.1141  0.3971  -0.1530
C  1.9780  0.4377  1.1042
C  0.8874  -1.0774  -0.7065
O  1.7255  -1.8554  -1.0526
O  -0.4266  -1.3687  -0.6642
H  -2.8951  -0.5017  -1.4706
H  -2.9455  -1.0693  0.1940
H  -3.0298  0.6719  -0.1435
H  -0.6117  1.7483  0.4284
H  1.6153  0.9284  -0.9668
H  1.4575  -0.0262  1.9398
H  2.2162  1.4665  1.3653
H  2.9062  -0.1031  0.9341


--- d ---
Density functional theory data (wB97M-V/def2-TZVPD) for one molecule with the formula C6H8O2.

Calculated values
SMILES: C1O[C@@H]2OC[C@H]3[C@@H]1[C@@H]23
Orbital gap (eV): 10.383
E_HOMO (eV): -9.30

CARTESIAN COORDINATES (ANGSTROEM)
C  0.6687  -1.6453  -0.7754
O  1.5082  -0.4430  -0.7853
C  0.5063  0.4243  -0.3282
O  0.2336  1.7741  -0.2021
C  -1.2170  1.4774  0.0704
C  -1.2620  0.0537  0.7517
C  -0.4206  -1.4000  0.4158
C  0.1367  -0.2233  1.0394
H  1.3043  -2.5190  -0.5836
H  0.1122  -1.7548  -1.7059
H  -0.2436  0.1403  -1.0912
H  -1.6476  2.3025  0.6550
H  -1.8502  1.4830  -0.9020
H  -2.0038  -0.1478  1.5352
H  -0.8311  -2.2325  1.0021
H  0.7530  -0.0416  1.9480


The structure with the greatest stability is c.


--- a ---
Density functional theory data (wB97M-V/def2-TZVPD) for a 2-piece molecular cluster, CH4BrN2 overall.

Calculated values
Orbital gap (eV): 11.226
E_HOMO (eV): -15.78
Net charge: +1

CARTESIAN COORDINATES (ANGSTROEM)
C  -1.1827  -0.8557  -1.2020
N  -1.2173  0.3108  -1.2134
N  0.8073  0.7239  0.5373
Br  -1.8205  -2.4274  -0.7901
H  1.3311  0.0424  0.7532
H  0.5025  0.4994  1.5500
H  0.1170  0.1032  -0.2296
H  1.4626  1.6033  0.5946


--- b ---
Density functional theory data (wB97M-V/def2-TZVPD) for CH4BrN2 as an isolated structure.

Calculated values
Orbital gap (eV): 9.953
E_HOMO (eV): -15.52
Net charge: +1

CARTESIAN COORDINATES (ANGSTROEM)
C  -0.3801  0.1976  0.0206
N  0.1245  1.4046  0.1204
N  0.4761  -1.5199  0.0991
Br  -2.1560  -0.1747  -0.2487
H  1.0466  1.6421  0.3737
H  -0.4492  2.2736  0.3521
H  1.4362  -1.6978  -0.2037
H  -0.0981  -2.1257  -0.5135


The structure with the greatest stability is b.


--- a ---
Density functional theory data (wB97M-V/def2-TZVPD) for one molecule with the formula C5H7N.

Calculated values
SMILES: C1=CCN=CC1
Orbital gap (eV): 10.520
E_HOMO (eV): -9.44

CARTESIAN COORDINATES (ANGSTROEM)
C  -0.9827  -0.7505  0.1810
C  0.2451  -1.2341  0.3726
C  1.3559  -0.2094  0.4390
N  1.2233  0.5773  -0.8067
C  0.0274  0.9743  -0.9734
C  -1.0534  0.7524  0.0648
H  -1.8282  -1.3418  -0.1514
H  0.5043  -2.2731  0.2118
H  1.2308  0.4472  1.3192
H  2.3536  -0.6521  0.5176
H  -0.2962  1.3045  -1.9565
H  -0.7627  1.2436  1.0118
H  -2.0256  1.1603  -0.2257


--- b ---
Density functional theory data (wB97M-V/def2-TZVPD) for C5H7N as an isolated structure.

Calculated values
Orbital gap (eV): 10.115
E_HOMO (eV): -8.99

CARTESIAN COORDINATES (ANGSTROEM)
C  1.0868  1.3615  1.0160
C  0.8199  0.6896  -0.2986
C  -0.0961  -0.4619  0.2362
C  -0.6274  0.9570  0.1885
C  -0.6523  -1.4612  -0.7537
N  -0.1311  1.6259  1.3958
H  1.9611  1.3083  1.7297
H  1.1914  0.9769  -1.2858
H  0.1223  -0.7470  1.2700
H  -1.4421  1.1386  -0.4642
H  -0.8909  -1.0601  -1.6496
H  -1.4551  -2.1290  -0.2728
H  0.1136  -2.1986  -1.1116


--- c ---
Density functional theory data (wB97M-V/def2-TZVPD) for C5H7N as an isolated structure.

Calculated values
Orbital gap (alpha / beta) (eV): 7.764 / 7.766
E_HOMO (alpha / beta) (eV): -7.56 / -7.56

CARTESIAN COORDINATES (ANGSTROEM)
C  1.0045  0.7552  -0.0794
C  0.5719  1.0795  -1.3274
C  0.9033  -1.0617  0.6367
C  -0.0985  -0.1370  0.2365
C  -1.6006  -0.0004  0.4578
N  1.9894  -0.0694  0.2448
H  -0.3724  1.6443  -1.5564
H  1.4664  0.9819  -2.0532
H  0.9263  -1.1424  1.7151
H  1.0501  -2.0711  0.1709
H  -1.9496  1.0021  0.3311
H  -1.7899  -0.3667  1.4889
H  -2.1009  -0.6142  -0.2653


The structure with the greatest stability is a.


--- a ---
Density functional theory data (wB97M-V/def2-TZVPD) for one molecule with the formula C5H7N.

Calculated values
SMILES: CC1(C#N)CC1
Orbital gap (eV): 11.371
E_HOMO (eV): -10.47

CARTESIAN COORDINATES (ANGSTROEM)
C  -1.3366  -0.6397  0.3966
C  -0.1668  0.1818  -0.1229
C  -0.5453  1.3873  -0.8380
N  -0.8126  2.4246  -1.2787
C  1.1590  0.4022  0.5894
C  1.0735  -0.5803  -0.5303
H  -1.0010  -1.3837  1.1260
H  -2.1135  -0.0233  0.8568
H  -1.7890  -1.1794  -0.4442
H  1.2997  0.0733  1.6133
H  1.6272  1.3539  0.3514
H  1.0444  -1.6281  -0.2395
H  1.5610  -0.3887  -1.4798


--- b ---
Density functional theory data (wB97M-V/def2-TZVPD) for one molecule with the formula C5H7N.

Calculated values
SMILES: C=C1N=C1CC
Orbital gap (eV): 9.447
E_HOMO (eV): -8.71

CARTESIAN COORDINATES (ANGSTROEM)
C  2.8886  -0.1098  0.6472
C  1.7373  -0.2578  0.0061
N  0.9830  -0.4371  -1.1789
C  0.2479  -0.3304  -0.1316
C  -1.1422  -0.3376  0.2422
C  -1.9948  0.6421  -0.5896
H  3.9539  -0.2035  0.1242
H  2.8233  0.2045  1.6987
H  -1.3317  -1.5158  0.0328
H  -1.3783  -0.3515  1.2885
H  -1.7784  1.7898  -0.2900
H  -3.0675  0.5233  -0.2235
H  -1.9411  0.3837  -1.6262


--- c ---
Density functional theory data (wB97M-V/def2-TZVPD) for C5H7N as an isolated structure.

Calculated values
Orbital gap (eV): 10.436
E_HOMO (eV): -9.27

CARTESIAN COORDINATES (ANGSTROEM)
C  0.3373  1.2770  0.1093
C  1.2010  0.1152  -0.2854
C  0.4215  -1.1299  0.0395
C  -0.9585  -0.7467  0.5392
C  -0.7952  0.4080  -0.4559
N  0.2337  -0.4270  -1.2605
H  0.5005  2.2600  -0.3378
H  0.3905  1.3938  1.1842
H  2.2783  0.1099  -0.4346
H  0.8893  -2.1118  0.0874
H  -1.1196  -0.5269  1.6025
H  -1.7189  -1.4495  0.1850
H  -1.6598  0.8280  -0.9729


--- d ---
Density functional theory data (wB97M-V/def2-TZVPD) for one molecule with the formula C5H7N.

Calculated values
SMILES: C1[C@@H]2[C@H]1[C@@H]1N[C@H]21
Orbital gap (eV): 9.812
E_HOMO (eV): -8.63

CARTESIAN COORDINATES (ANGSTROEM)
C  1.2222  -0.2982  0.5782
C  0.4357  -0.6845  -0.6330
C  0.6717  0.8174  -0.2128
C  -0.8681  0.9232  -0.0399
N  -1.5811  -0.2140  0.7929
C  -1.0752  -0.4331  -0.5209
H  2.2828  -0.4489  0.3935
H  0.9240  -0.4444  1.6099
H  0.8120  -1.4146  -1.3470
H  1.2982  1.6759  -0.4934
H  -1.3874  1.8406  -0.3301
H  -0.9807  -0.6188  1.5167
H  -1.7541  -0.7005  -1.3140


The structure with the greatest stability is a.


--- a ---
Density functional theory data (wB97M-V/def2-TZVPD) for C5H7N as an isolated structure.

Calculated values
Orbital gap (eV): 8.799
E_HOMO (eV): -8.26

CARTESIAN COORDINATES (ANGSTROEM)
C  0.0473  -1.2724  0.5097
C  -0.9474  -0.1536  0.6396
C  -0.3400  1.0973  0.0890
C  1.0443  0.7870  -0.4063
C  0.5876  -0.6354  -0.7822
N  -1.1520  0.2143  -0.7838
H  -0.4195  -2.2430  0.3188
H  0.7890  -1.3699  1.3125
H  -1.8082  -0.1198  1.3072
H  -0.7390  2.0793  0.3437
H  1.8577  0.8341  0.3285
H  1.3170  1.3713  -1.2902
H  -0.2369  -0.5892  -1.5865


--- b ---
Density functional theory data (wB97M-V/def2-TZVPD) for C5H7N as an isolated structure.

Calculated values
Orbital gap (eV): 8.990
E_HOMO (eV): -9.01

CARTESIAN COORDINATES (ANGSTROEM)
N  -0.1850  0.7559  2.7461
C  -0.4678  0.2388  1.7493
C  -0.7824  -0.4323  0.4754
C  -0.6374  0.5475  -0.7026
C  0.8472  0.3468  -0.9816
C  0.2468  -1.4826  0.0202
H  -1.7807  -0.8769  0.5558
H  -1.2289  0.1712  -1.5417
H  -0.9331  1.5778  -0.4909
H  1.1973  0.5849  -1.9906
H  1.5054  0.7845  -0.2299
H  1.0687  -1.5414  0.7534
H  0.9173  -0.8527  -1.0223


--- c ---
Density functional theory data (wB97M-V/def2-TZVPD) for one molecule with the formula C5H7N.

Calculated values
Orbital gap (eV): 9.974
E_HOMO (eV): -8.86

CARTESIAN COORDINATES (ANGSTROEM)
C  1.1268  -0.6008  0.3523
C  0.4658  0.5559  -0.3418
C  0.6983  -0.7410  -1.0764
C  -2.0045  -0.2580  0.1195
N  -1.5858  0.3865  1.1585
C  -0.9617  0.8943  -0.0124
H  2.1895  -0.5228  0.5653
H  0.5502  -1.1295  1.1064
H  1.1020  1.4126  -0.5568
H  1.4591  -0.8012  -1.8499
H  -0.2155  -1.3191  -1.2695
H  -1.4945  0.2649  2.1570
H  -1.3297  1.8582  -0.3524


The structure with the greatest stability is c.